Molecular formula: C60H150O34P4
Method: DFT, the ωB97M-V functional and the def2-TZVPD basis

Geometry as ORCA input:
```
! wB97M-V def2-TZVPD RIJCOSX def2/J DEFGRID3
* xyz 0 1
C -2.084 -1.118 2.568
O -1.912 0.228 2.180
C -2.701 0.635 1.037
C -4.032 1.292 1.429
O -4.990 0.225 1.587
C -6.218 0.682 2.141
H -1.702 -1.773 1.804
H -3.097 -1.388 2.733
H -1.515 -1.249 3.503
H -3.010 -0.173 0.392
H -2.032 1.346 0.449
H -4.488 1.992 0.679
H -3.854 1.705 2.436
H -6.704 -0.226 2.564
H -6.873 1.073 1.329
H -6.061 1.403 2.972
C 1.287 4.042 -5.104
O 1.852 2.740 -5.165
C 3.326 2.758 -4.960
C 3.832 1.346 -4.910
O 3.387 0.783 -3.685
C 3.829 -0.515 -3.481
H 1.643 4.592 -4.226
H 0.253 3.859 -4.943
H 1.534 4.654 -5.987
H 3.453 3.230 -3.978
H 3.810 3.294 -5.793
H 4.957 1.253 -4.908
H 3.438 0.804 -5.752
H 3.498 -0.813 -2.494
H 4.952 -0.575 -3.499
H 3.431 -1.207 -4.231
C 2.044 7.817 2.801
O 3.022 6.823 2.635
C 3.227 6.322 1.283
C 2.906 4.897 1.210
O 1.506 4.767 1.397
C 1.170 3.444 1.639
H 1.097 7.571 2.316
H 2.402 8.751 2.451
H 1.901 7.773 3.862
H 4.257 6.646 0.979
H 2.514 6.908 0.694
H 3.499 4.382 1.939
H 3.200 4.445 0.243
H 0.078 3.363 1.776
H 1.602 3.135 2.640
H 1.496 2.820 0.824
C -3.390 -1.956 -1.845
O -3.048 -1.398 -3.105
C -2.019 -2.202 -3.683
C -1.424 -1.585 -4.929
O -0.620 -0.439 -4.544
C -0.122 0.107 -5.799
H -4.160 -1.381 -1.368
H -2.555 -1.851 -1.083
H -3.715 -2.985 -1.793
H -2.289 -3.215 -3.858
H -1.130 -2.140 -2.983
H -2.183 -1.394 -5.706
H -0.806 -2.353 -5.350
H 0.544 -0.653 -6.306
H 0.385 0.974 -5.539
H -0.939 0.163 -6.522
C 4.847 2.388 -1.037
O 4.930 3.443 -1.968
C 6.160 3.844 -2.399
C 6.067 5.180 -3.085
O 5.442 5.009 -4.346
C 4.808 6.226 -4.827
H 3.798 2.194 -0.880
H 5.300 2.701 -0.073
H 5.328 1.562 -1.470
H 6.637 3.163 -3.110
H 6.833 3.978 -1.521
H 7.104 5.603 -3.349
H 5.531 5.895 -2.498
H 5.044 6.333 -5.921
H 5.180 7.127 -4.251
H 3.736 6.249 -4.803
C 2.667 7.068 -2.474
O 1.780 7.391 -1.438
C 0.493 6.814 -1.396
C -0.504 7.692 -2.007
O -0.385 7.946 -3.393
C -0.936 6.953 -4.219
H 3.382 7.907 -2.637
H 2.084 6.890 -3.363
H 3.288 6.223 -2.243
H 0.205 6.621 -0.346
H 0.519 5.810 -1.809
H -0.550 8.667 -1.562
H -1.461 7.199 -1.753
H -0.654 7.149 -5.241
H -1.979 6.884 -4.188
H -0.439 5.971 -4.009
C -2.726 -2.980 5.986
O -1.970 -3.832 5.089
C -0.555 -3.569 5.041
C 0.055 -4.076 3.735
O 1.451 -3.800 3.793
C 2.277 -4.655 3.016
H -2.575 -3.174 7.081
H -3.742 -3.235 5.836
H -2.545 -1.900 5.828
H 0.021 -3.870 5.971
H -0.466 -2.460 5.080
H -0.323 -3.603 2.826
H -0.213 -5.061 3.499
H 2.220 -4.537 1.917
H 2.151 -5.711 3.261
H 3.318 -4.352 3.166
C 5.835 -0.840 -0.068
O 6.312 -2.026 0.637
C 5.307 -2.916 1.182
C 4.784 -3.938 0.223
O 3.992 -3.274 -0.758
C 3.484 -4.138 -1.740
H 6.722 -0.338 -0.584
H 5.316 -0.118 0.639
H 5.144 -1.013 -0.881
H 4.461 -2.380 1.592
H 5.775 -3.510 1.953
H 4.140 -4.635 0.862
H 5.586 -4.434 -0.259
H 4.285 -4.427 -2.463
H 2.712 -3.556 -2.165
H 3.003 -5.062 -1.358
C 1.353 2.890 -2.072
O 1.467 2.010 -0.999
C 0.741 0.823 -1.214
C 1.145 -0.028 -0.023
O 0.528 -1.344 -0.240
C 0.992 -2.286 0.745
H 0.502 3.604 -1.875
H 1.294 2.394 -3.033
H 2.259 3.484 -2.058
H 1.004 0.336 -2.168
H -0.366 0.890 -1.279
H 0.830 0.420 0.933
H 2.221 -0.085 -0.043
H 2.033 -2.589 0.593
H 0.414 -3.229 0.553
H 0.790 -1.818 1.743
C 1.577 -8.349 0.187
C 0.120 -8.547 0.347
O -0.431 -7.258 0.781
P -1.449 -7.299 1.986
O -2.522 -8.249 1.899
O -1.821 -5.795 2.020
C -3.203 -5.234 1.937
C -3.404 -4.387 0.685
O -0.410 -7.522 3.189
C -0.929 -8.241 4.363
C 0.273 -8.600 5.243
H 2.076 -9.143 -0.268
H 1.825 -7.495 -0.467
H 2.029 -8.192 1.171
H -0.439 -8.814 -0.536
H -0.062 -9.328 1.072
H -3.916 -6.056 2.004
H -3.195 -4.692 2.848
H -3.208 -4.841 -0.285
H -4.483 -4.210 0.583
H -2.900 -3.393 0.831
H -1.494 -7.538 4.993
H -1.521 -9.125 4.006
H 0.769 -9.417 4.726
H 0.843 -7.675 5.340
H -0.186 -8.898 6.168
C 1.306 5.447 6.403
C 1.539 4.381 5.234
O 1.693 3.032 5.644
P 0.498 2.107 6.143
O -0.884 2.278 5.690
O 1.100 0.680 5.785
C 1.303 0.355 4.434
C 2.767 0.333 4.121
O 0.695 2.116 7.676
C -0.201 1.540 8.655
C -1.382 2.409 9.047
H 0.383 5.166 6.894
H 2.175 5.453 7.144
H 1.207 6.398 5.909
H 0.628 4.382 4.542
H 2.376 4.650 4.627
H 0.794 -0.590 4.215
H 0.770 0.970 3.757
H 3.254 -0.391 4.772
H 2.954 0.043 3.063
H 3.310 1.304 4.353
H -0.517 0.616 8.196
H 0.317 1.259 9.574
H -2.217 2.502 8.371
H -1.803 1.947 9.984
H -1.054 3.389 9.336
C -4.796 1.423 -2.891
C -3.291 1.890 -2.804
O -3.037 2.547 -1.472
P -2.842 4.058 -1.435
O -1.608 4.610 -1.977
O -4.152 4.529 -2.092
C -4.254 5.905 -2.506
C -5.500 6.140 -3.296
O -3.082 4.305 0.143
C -1.987 4.812 0.997
C -2.340 4.381 2.430
H -5.048 0.869 -3.721
H -4.959 0.824 -2.025
H -5.520 2.233 -2.822
H -2.654 0.990 -2.756
H -3.024 2.577 -3.609
H -4.194 6.598 -1.633
H -3.457 6.152 -3.127
H -5.573 7.231 -3.327
H -5.521 5.658 -4.258
H -6.291 5.782 -2.635
H -1.006 4.424 0.794
H -1.894 5.851 0.791
H -2.771 3.418 2.391
H -1.347 4.356 2.969
H -3.113 4.972 3.017
C 0.384 -6.778 -3.334
C -0.773 -6.483 -2.419
O -1.775 -5.611 -3.019
P -3.006 -6.219 -3.756
O -2.681 -6.398 -5.162
O -3.341 -7.592 -3.004
C -3.882 -7.423 -1.664
C -3.880 -8.780 -0.882
O -4.110 -5.139 -3.297
C -5.211 -4.872 -4.309
C -5.830 -3.594 -3.838
H 0.903 -5.894 -3.599
H 1.073 -7.514 -2.898
H 0.081 -7.194 -4.251
H -1.204 -7.457 -2.133
H -0.410 -5.962 -1.529
H -3.207 -6.725 -1.148
H -4.925 -7.029 -1.700
H -4.263 -8.685 0.103
H -4.431 -9.579 -1.416
H -2.868 -9.189 -0.949
H -4.759 -4.929 -5.273
H -5.905 -5.687 -4.209
H -6.813 -3.332 -4.272
H -6.126 -3.682 -2.746
H -5.089 -2.861 -3.675
*
```

Atomic partial charges in e from the Mulliken method, atoms 1 to 99: atom 1 (C): 0.0308, atom 2 (O): 0.2150, atom 3 (C): 1.3828, atom 4 (C): -0.9859, atom 5 (O): -0.2233, atom 6 (C): -0.8781, atom 7 (H): -0.2053, atom 8 (H): 0.5552, atom 9 (H): -0.4595, atom 10 (H): -0.5402, atom 11 (H): -0.5076, atom 12 (H): 0.1238, atom 13 (H): 0.7189, atom 14 (H): 0.2317, atom 15 (H): 0.2823, atom 16 (H): 0.2949, atom 17 (C): -0.4363, atom 18 (O): -0.3671, atom 19 (C): 0.2481, atom 20 (C): -1.3522, atom 21 (O): 0.6794, atom 22 (C): -0.9400, atom 23 (H): -0.1919, atom 24 (H): 0.3493, atom 25 (H): 0.4047, atom 26 (H): -0.0737, atom 27 (H): 0.4044, atom 28 (H): 0.3894, atom 29 (H): 0.4031, atom 30 (H): -0.1900, atom 31 (H): 0.3672, atom 32 (H): 0.3847, atom 33 (C): -0.5583, atom 34 (O): -0.4457, atom 35 (C): -0.5167, atom 36 (C): 0.5086, atom 37 (O): 0.5227, atom 38 (C): 0.5899, atom 39 (H): 0.1562, atom 40 (H): 0.3542, atom 41 (H): 0.1836, atom 42 (H): 0.2798, atom 43 (H): 0.0147, atom 44 (H): 0.5851, atom 45 (H): -0.7964, atom 46 (H): -0.5732, atom 47 (H): 0.0696, atom 48 (H): -0.2598, atom 49 (C): 0.5327, atom 50 (O): -0.2187, atom 51 (C): 1.1273, atom 52 (C): -1.4606, atom 53 (O): 0.2097, atom 54 (C): -0.1786, atom 55 (H): 0.5790, atom 56 (H): -0.5487, atom 57 (H): -0.4609, atom 58 (H): -0.5366, atom 59 (H): -0.2135, atom 60 (H): 0.4443, atom 61 (H): 0.4695, atom 62 (H): 0.2717, atom 63 (H): -0.4800, atom 64 (H): 0.3713, atom 65 (C): -1.3107, atom 66 (O): 0.4123, atom 67 (C): -0.9393, atom 68 (C): -0.4726, atom 69 (O): -0.3133, atom 70 (C): -0.5971, atom 71 (H): -0.0222, atom 72 (H): 0.3256, atom 73 (H): 0.7061, atom 74 (H): 0.3337, atom 75 (H): 0.3589, atom 76 (H): 0.2785, atom 77 (H): 0.4300, atom 78 (H): 0.3129, atom 79 (H): 0.3874, atom 80 (H): 0.0536, atom 81 (C): -0.4244, atom 82 (O): -0.4688, atom 83 (C): 1.6279, atom 84 (C): -0.4311, atom 85 (O): -0.5124, atom 86 (C): -0.7000, atom 87 (H): 0.2816, atom 88 (H): 0.1949, atom 89 (H): 0.1305, atom 90 (H): -0.3529, atom 91 (H): -0.6555, atom 92 (H): 0.4575, atom 93 (H): -0.0991, atom 94 (H): 0.3745, atom 95 (H): 0.3782, atom 96 (H): 0.0518, atom 97 (C): -0.8495, atom 98 (O): -0.2313, atom 99 (C): -0.3971

=====

Molecular formula: C53H43BrFN3O2Pt
Method: DFT, the ωB97M-V functional and the def2-TZVPD basis

Geometry as ORCA input:
```
! wB97M-V def2-TZVPD RIJCOSX def2/J DEFGRID3
* xyz 0 1
Pt 0.746 0.137 0.571
O -0.272 -0.052 2.527
C -0.921 0.912 3.268
C -0.640 2.374 2.826
C -0.888 2.692 1.373
C -1.100 4.018 0.990
C -1.448 4.297 -0.317
C -1.741 3.241 -1.166
C -1.569 1.943 -0.702
C -2.325 0.808 -1.361
C -1.723 -0.099 -2.437
O -0.689 -0.819 -1.725
C -1.130 0.762 -3.546
C -1.742 0.932 -4.780
C -1.167 1.755 -5.744
C 0.021 2.416 -5.482
C 0.631 2.265 -4.241
C 0.057 1.449 -3.281
C -2.789 -1.086 -2.942
C -4.091 -1.101 -2.450
C -5.023 -2.026 -2.910
C -4.672 -2.956 -3.872
C -3.384 -2.940 -4.388
C -2.461 -2.012 -3.936
N -0.997 1.698 0.486
C -2.453 0.712 3.173
C -3.344 1.393 4.001
C -4.714 1.235 3.857
C -5.219 0.383 2.881
C -4.339 -0.315 2.068
C -2.967 -0.153 2.217
C -0.515 0.745 4.745
C -0.556 -0.553 5.259
C -0.189 -0.816 6.565
C 0.236 0.217 7.397
C 0.277 1.507 6.903
C -0.101 1.768 5.587
H 0.369 2.656 3.121
H -1.302 3.046 3.380
H -1.008 4.806 1.726
H -1.573 5.320 -0.648
H -2.158 3.410 -2.151
H -3.190 1.290 -1.820
H -2.691 0.169 -0.555
H -2.673 0.426 -4.999
H -1.653 1.871 -6.704
H 0.474 3.043 -6.238
H 1.555 2.784 -4.022
H 0.539 1.318 -2.317
H -4.411 -0.399 -1.695
H -6.027 -2.012 -2.506
H -5.395 -3.680 -4.224
H -3.094 -3.648 -5.154
H -1.481 -1.998 -4.389
H -2.959 2.041 4.781
H -5.391 1.768 4.513
H -6.289 0.260 2.766
H -4.723 -1.000 1.319
H -2.258 -0.708 1.615
H -0.871 -1.353 4.602
H -0.230 -1.831 6.941
H 0.529 0.012 8.419
H 0.601 2.322 7.539
H -0.064 2.792 5.238
N 4.110 -1.751 -1.213
C 3.114 -0.836 -1.241
N 2.275 -0.982 -0.254
C 2.753 -2.057 0.503
C 2.258 -2.609 1.683
C 2.950 -3.682 2.205
C 4.104 -4.191 1.581
C 4.604 -3.639 0.419
C 3.901 -2.559 -0.105
H 4.839 -1.839 -1.899
H 3.029 -0.088 -2.012
H 1.383 -2.183 2.164
H 2.605 -4.139 3.122
H 4.619 -5.030 2.030
H 5.497 -4.026 -0.054
Br 2.657 -5.502 -3.489
C 1.532 -4.052 -3.016
C 1.555 -2.895 -3.776
C 0.794 -1.800 -3.390
C -0.004 -1.885 -2.256
C -0.058 -3.067 -1.531
C 0.722 -4.151 -1.896
H 2.180 -2.837 -4.657
H 0.834 -0.893 -3.974
H -0.692 -3.109 -0.655
H 0.708 -5.059 -1.309
F 6.292 3.065 -1.751
C 5.323 2.585 -0.940
C 5.593 1.484 -0.154
C 4.588 0.999 0.673
C 3.332 1.600 0.720
C 2.251 1.077 1.595
C 3.108 2.719 -0.084
C 4.094 3.217 -0.921
H 6.573 1.026 -0.189
H 4.781 0.137 1.303
H 1.713 1.877 2.072
H 2.593 0.362 2.344
H 2.134 3.196 -0.060
H 3.926 4.082 -1.549
*
```

Atomic partial charges in e from the Mulliken method, atoms 1 to 99: atom 1 (Pt): 2.5279, atom 2 (O): -1.2246, atom 3 (C): 2.8672, atom 4 (C): -2.8631, atom 5 (C): 0.2615, atom 6 (C): -0.7389, atom 7 (C): -1.2822, atom 8 (C): -0.6866, atom 9 (C): 0.0434, atom 10 (C): -3.1130, atom 11 (C): 3.5434, atom 12 (O): 0.1700, atom 13 (C): 0.0696, atom 14 (C): -0.6414, atom 15 (C): -0.8489, atom 16 (C): -0.8561, atom 17 (C): -0.9319, atom 18 (C): -0.2184, atom 19 (C): -0.3666, atom 20 (C): -0.6123, atom 21 (C): -1.0273, atom 22 (C): -0.5869, atom 23 (C): -1.0980, atom 24 (C): 0.2830, atom 25 (N): 0.9254, atom 26 (C): -0.4003, atom 27 (C): -0.3537, atom 28 (C): -0.9657, atom 29 (C): -0.6952, atom 30 (C): -0.5717, atom 31 (C): -0.0520, atom 32 (C): -0.8009, atom 33 (C): -0.3255, atom 34 (C): -0.8662, atom 35 (C): -0.4396, atom 36 (C): -1.0183, atom 37 (C): 0.0913, atom 38 (H): 0.6540, atom 39 (H): 1.1266, atom 40 (H): 0.5508, atom 41 (H): 0.4415, atom 42 (H): 0.5547, atom 43 (H): 0.7331, atom 44 (H): 0.3734, atom 45 (H): 0.5147, atom 46 (H): 0.4319, atom 47 (H): 0.3995, atom 48 (H): 0.5418, atom 49 (H): 0.3615, atom 50 (H): 0.4382, atom 51 (H): 0.4337, atom 52 (H): 0.4069, atom 53 (H): 0.4394, atom 54 (H): 0.5257, atom 55 (H): 0.4247, atom 56 (H): 0.4169, atom 57 (H): 0.4044, atom 58 (H): 0.4712, atom 59 (H): 0.3954, atom 60 (H): 0.3840, atom 61 (H): 0.3940, atom 62 (H): 0.3983, atom 63 (H): 0.4081, atom 64 (H): 0.4394, atom 65 (N): 0.2886, atom 66 (C): -1.4938, atom 67 (N): 1.1325, atom 68 (C): 1.1114, atom 69 (C): -0.8977, atom 70 (C): -0.8213, atom 71 (C): -0.6523, atom 72 (C): -1.1926, atom 73 (C): 0.4078, atom 74 (H): 0.2456, atom 75 (H): 0.4134, atom 76 (H): 0.4556, atom 77 (H): 0.4912, atom 78 (H): 0.4066, atom 79 (H): 0.4750, atom 80 (Br): -0.1836, atom 81 (C): -0.3805, atom 82 (C): -0.8850, atom 83 (C): 0.0012, atom 84 (C): 0.2463, atom 85 (C): -0.3172, atom 86 (C): -0.6427, atom 87 (H): 0.4905, atom 88 (H): 0.4185, atom 89 (H): 0.4886, atom 90 (H): 0.5133, atom 91 (F): -0.3602, atom 92 (C): 0.4547, atom 93 (C): -0.9199, atom 94 (C): -0.1516, atom 95 (C): -0.2517, atom 96 (C): -1.5541, atom 97 (C): 0.0867, atom 98 (C): -0.9615, atom 99 (H): 0.4596

=====

Energy above the lowest of the compared OMol25 structures with the same formula, charge and spin values, unit kJ/mol, following the record order: 62.8, 62.6.
F_max values, unit eV Å⁻¹, following the record order: 3.38, 1.18.
Orbital gap values, unit eV, following the record order: 9.60, 6.95.